1.
This record from OMol25 describes a 4-piece molecular cluster, C2H12O3S overall at a distorted geometry. The level of theory is the ωB97M-V functional and the def2-TZVPD basis.

CARTESIAN COORDINATES (ANGSTROEM)
H -2.227 2.767 -1.308
C -1.367 2.046 -1.265
H 0.080 -2.757 -1.050
H 0.049 -3.244 -2.458
H 0.128 0.130 0.314
O -0.410 -3.267 -1.618
H 2.034 -1.388 -0.912
H 1.670 -1.387 0.562
H -0.533 -2.291 3.020
H -0.367 -1.745 1.599
H -0.897 1.963 -2.162
H 1.231 1.179 1.142
H -1.736 1.025 -1.119
O -0.021 -1.730 2.395
C 0.255 1.056 0.862
S -0.074 2.579 -0.064
H -0.370 0.997 1.840
O 1.531 -1.893 -0.280

Frontier orbital gap (eV): 8.975
Relative energy (zero: lowest compared OMol25 entry of this formula, charge and spin) (eV): 1.425
SMILES string: CSC.O.O.O
Spin multiplicity: 1
Max |F| (eV Å⁻¹): 7.415
HOMO energy (eV): -8.56

=====

2.
This record from OMol25 describes an isolated ion of composition C3H7N2S and charge +1 at a distorted geometry. The level of theory is the ωB97M-V functional and the def2-TZVPD basis.

CARTESIAN COORDINATES (ANGSTROEM)
H 1.156 2.521 0.648
H 1.599 1.844 -0.866
C 0.277 -0.548 -0.293
N -0.913 -1.261 0.105
N 1.071 1.785 0.032
H 0.183 0.868 1.432
C 0.359 0.788 0.376
H -2.760 -1.525 0.599
H 1.228 -1.125 0.058
C -2.111 -0.637 0.177
H 0.310 -0.652 -1.418
H -0.889 -2.182 0.331
S -2.366 0.894 -0.091

Frontier orbital gap (eV): 8.560
Total charge: +1
Relative energy (zero: lowest compared OMol25 entry of this formula, charge and spin) (eV): 1.621
SMILES string: [NH2+]=CCNC=S
Spin multiplicity: 1
Max |F| (eV Å⁻¹): 5.239
HOMO energy (eV): -13.18

=====

3.
This record from OMol25 describes one molecule with the formula C2H2OS3 at a distorted geometry. The level of theory is the ωB97M-V functional and the def2-TZVPD basis.

CARTESIAN COORDINATES (ANGSTROEM)
C -0.279 -0.468 -0.025
S 2.471 -0.430 -0.133
H -1.048 -2.323 -0.088
O -0.174 -1.718 0.173
C 0.948 0.380 -0.021
H -0.751 2.180 0.231
S 0.673 2.141 0.017
S -1.839 0.237 -0.154

Frontier orbital gap (eV): 6.918
Relative energy (zero: lowest compared OMol25 entry of this formula, charge and spin) (eV): 1.365
SMILES string: OC(=S)C(=S)S
Spin multiplicity: 1
Max |F| (eV Å⁻¹): 4.754
HOMO energy (eV): -8.99

=====

4.
This record from OMol25 describes an isolated ion of composition C3H5N2 and charge +1 at a distorted geometry. The level of theory is the ωB97M-V functional and the def2-TZVPD basis.

CARTESIAN COORDINATES (ANGSTROEM)
H 2.425 0.010 -0.659
H -1.495 -0.767 0.112
C 0.507 -0.382 0.196
H 0.360 1.632 0.961
H -0.944 -1.402 -1.370
C -0.167 0.756 0.889
N 1.491 -0.321 -0.597
N -0.719 -0.827 -0.523
C -0.529 0.620 -0.605
H -0.929 0.681 1.596

Frontier orbital gap (eV): 9.550
Total charge: +1
Relative energy (zero: lowest compared OMol25 entry of this formula, charge and spin) (eV): 7.467
Spin multiplicity: 1
Max |F| (eV Å⁻¹): 2.900
HOMO energy (eV): -15.73